No. 1
Molecular formula: C5H21N3O3
Method: DFT, the ωB97M-V functional and the def2-TZVPD basis

Summary:
* frontier orbital gap: 9.12 eV
* charge: 0
* SMILES: CN[C@@H](C)CNCN.O.O.O

Positions of all 32 atoms, in Å:
C: -1.512 0.803 1.143
N: -2.333 0.579 -0.042
C: -2.327 -0.780 -0.492
N: -1.510 -0.989 -1.702
C: -0.026 0.376 1.028
C: 0.456 -0.106 2.381
N: 0.739 1.568 0.599
C: 1.858 1.316 -0.258
H: -1.566 1.814 1.545
H: -2.013 0.233 1.937
H: -2.090 1.233 -0.775
H: -3.320 -1.194 -0.676
H: -1.896 -1.439 0.273
H: -1.963 -1.390 -2.504
H: -1.037 -0.133 -1.969
H: 0.072 -0.427 0.294
H: -0.128 -0.966 2.730
H: 1.494 -0.432 2.469
H: 0.340 0.611 3.208
H: 0.934 2.087 1.438
H: 2.722 0.689 0.048
H: 2.466 2.215 -0.436
H: 1.731 1.041 -1.310
H: 3.392 -2.198 0.439
H: 1.994 -1.732 0.352
O: 2.855 -1.385 0.582
H: 0.501 -1.840 -1.238
H: 0.271 -3.307 -1.472
O: 0.880 -2.703 -1.058
H: -0.103 1.890 -1.396
H: -0.420 2.666 -2.841
O: -0.460 1.897 -2.297

No. 2
Molecular formula: C5H21NO6
Method: DFT, the ωB97M-V functional and the def2-TZVPD basis

Summary:
* frontier orbital gap: 9.18 eV
* charge: 0
* SMILES: C=N/C=C/CC.O.O.O.O.O.O

Positions of all 33 atoms, in Å:
C: -1.526 2.107 2.056
C: -1.674 0.934 3.071
C: -1.099 -0.355 2.529
C: -1.651 -1.165 1.633
N: -0.998 -2.296 1.117
C: -0.688 -3.293 1.840
H: -0.666 1.882 1.488
H: -1.066 2.982 2.531
H: -2.376 2.343 1.446
H: -2.770 0.986 3.371
H: -1.187 1.233 4.036
H: -0.118 -0.703 2.973
H: -2.619 -1.036 1.106
H: -0.136 -4.092 1.356
H: -0.710 -3.325 2.936
H: -1.038 -2.584 -1.502
H: -1.016 -4.021 -1.161
O: -0.403 -3.301 -1.375
H: 2.813 2.932 0.481
H: 2.839 3.365 -0.938
O: 2.374 3.537 -0.115
H: 2.482 1.603 -1.647
H: 3.266 0.508 -0.808
O: 3.316 1.296 -1.352
H: 0.934 1.724 -3.884
H: 0.338 3.135 -3.311
O: 0.591 2.231 -3.116
H: 0.877 -1.267 -0.656
H: 2.371 -1.620 -1.003
O: 1.803 -0.856 -0.620
H: -2.563 -0.281 -2.987
H: -1.315 0.721 -2.587
O: -1.613 -0.163 -2.890

No. 3
Molecular formula: C5H21NO7
Method: DFT, the ωB97M-V functional and the def2-TZVPD basis

Summary:
* frontier orbital gap: 8.43 eV
* charge: -2

Positions of all 34 atoms, in Å:
C: 0.055 0.762 -0.265
N: 1.162 1.470 -0.974
C: 0.886 1.658 -2.367
O: -0.094 2.573 -2.776
C: 0.467 -0.343 0.682
C: -0.537 -0.679 1.800
C: -1.805 -1.370 1.381
O: -2.387 -2.244 2.328
H: -0.734 0.461 -1.039
H: -0.473 1.457 0.276
H: 1.693 2.185 -0.486
H: 1.773 2.183 -2.775
H: 0.718 0.678 -2.809
H: 1.313 0.117 1.226
H: 0.917 -1.319 0.344
H: -0.558 0.278 2.414
H: 0.158 -1.230 2.446
H: -2.623 -0.684 1.126
H: -1.627 -1.926 0.394
H: -1.215 -5.452 1.373
H: -2.068 -6.235 0.101
O: -1.192 -6.091 0.443
H: 2.617 0.276 -1.111
H: 2.500 -1.221 -1.239
O: 3.133 -0.570 -0.934
H: -1.717 -4.976 3.388
H: -1.899 -3.141 2.338
O: -1.555 -4.623 2.523
H: 0.192 3.609 -2.442
H: 1.667 5.048 -2.421
O: 1.296 4.366 -1.872
H: 0.022 4.646 0.294
H: 0.249 4.987 -1.107
O: -0.332 5.352 -0.260

No. 4
Molecular formula: C5H21NO7
Method: DFT, the ωB97M-V functional and the def2-TZVPD basis

Summary:
* frontier orbital gap: 10.22 eV
* charge: 0
* SMILES: C=CCCNC=O.O.O.O.O.O.O

Positions of all 34 atoms, in Å:
O: 0.220 0.113 1.807
C: -0.766 -0.388 1.239
N: -1.317 0.279 0.213
C: -2.583 -0.162 -0.419
C: -2.572 -1.630 -0.854
C: -1.698 -1.946 -2.021
C: -1.273 -3.194 -2.210
H: -1.113 -1.408 1.398
H: -0.870 1.157 -0.080
H: -3.266 -0.071 0.426
H: -2.866 0.435 -1.277
H: -3.611 -1.927 -1.016
H: -2.226 -2.273 -0.047
H: -1.454 -1.204 -2.769
H: -1.253 -3.897 -1.382
H: -0.642 -3.467 -3.046
H: 1.019 1.346 0.773
H: 1.432 2.588 -0.093
O: 0.662 2.106 0.261
H: -0.174 2.908 -1.067
H: -1.627 3.502 -1.282
O: -0.878 3.090 -1.716
H: 1.244 1.219 -1.939
H: 1.930 1.763 -3.212
O: 2.063 1.221 -2.443
H: 0.127 -0.699 3.401
H: -0.875 -1.400 4.504
O: -0.094 -1.444 3.959
H: 3.737 3.541 -0.761
H: 3.725 2.010 -0.606
O: 3.190 2.800 -0.496
H: 2.117 -1.955 2.134
H: 3.408 -2.585 1.544
O: 2.779 -2.643 2.250

No. 5
Molecular formula: C5H21NO8
Method: DFT, the ωB97M-V functional and the def2-TZVPD basis

Summary:
* frontier orbital gap: 10.33 eV
* charge: 0
* SMILES: N[C@@H](C=O)CCC=O.O.O.O.O.O.O

Positions of all 35 atoms, in Å:
O: 1.833 2.134 0.337
C: 0.757 2.038 -0.206
C: -0.316 1.091 0.325
C: -0.393 -0.151 -0.572
C: -1.709 -0.914 -0.345
C: -2.916 -0.430 -1.142
O: -4.031 -0.446 -0.695
N: 0.049 0.677 1.699
H: 0.581 2.656 -1.092
H: -1.273 1.628 0.296
H: -0.159 0.232 -1.568
H: 0.334 -0.925 -0.293
H: -1.474 -1.915 -0.728
H: -1.972 -1.173 0.675
H: -2.754 -0.268 -2.223
H: -0.431 -0.148 2.025
H: 0.022 1.463 2.328
H: 2.129 0.013 2.062
H: 3.112 1.023 1.555
O: 3.066 0.073 1.770
H: 2.033 -0.989 -2.250
H: 1.396 -2.092 -3.079
O: 1.252 -1.178 -2.831
H: -3.483 -0.170 1.674
H: -2.314 0.773 1.852
O: -3.048 0.382 2.344
H: 2.808 -0.561 0.083
H: 4.110 -0.437 -0.650
O: 3.217 -0.814 -0.777
H: -2.272 1.820 -2.404
H: -1.467 3.172 -2.371
O: -1.835 2.456 -1.813
H: 1.618 -3.095 2.800
H: 2.113 -2.728 1.364
O: 1.414 -3.197 1.848

No. 6
Molecular formula: C5H22N2O5
Method: DFT, the ωB97M-V functional and the def2-TZVPD basis

Summary:
* frontier orbital gap: 9.76 eV
* charge: 0
* SMILES: CN[C@H](CN)[C@H](C)O.O.O.O.O

Positions of all 34 atoms, in Å:
C: -2.696 0.728 1.467
N: -1.229 0.731 1.078
C: -1.042 -0.078 -0.235
C: -0.649 -1.433 0.124
C: 0.788 -1.762 -0.174
O: -1.464 -2.401 -0.367
C: -2.159 -0.053 -1.373
N: -1.663 -0.447 -2.740
H: -3.121 1.436 0.733
H: -3.121 -0.296 1.530
H: -2.837 1.156 2.526
H: -0.771 0.349 1.907
H: -0.118 0.379 -0.649
H: -0.874 -1.694 1.263
H: 1.650 -1.038 -0.191
H: 0.859 -2.015 -1.282
H: 1.073 -2.663 0.297
H: -1.638 -2.453 -1.377
H: -2.679 0.922 -1.422
H: -3.022 -0.772 -1.135
H: -0.692 -0.528 -2.679
H: -1.872 0.264 -3.405
H: 3.784 -0.719 -0.902
H: 3.063 0.516 -1.435
O: 3.430 -0.351 -1.794
H: 3.627 1.961 0.259
H: 2.076 2.043 0.216
O: 2.855 1.450 0.072
H: -0.265 2.525 0.592
H: 0.705 3.160 1.458
O: 0.724 2.908 0.558
H: 1.880 -0.950 2.727
H: 1.597 0.430 2.184
O: 1.392 -0.157 2.976

Calculated maximum force, 3.74; 3.28; 3.31; 2.56; 1.80; 5.01 eV/A (same order as the records).
Calculated highest occupied orbital energy, -8.32; -8.74; -2.89; -9.89; -10.07; -9.37 eV (same order as the records).
Calculated relative energy (zero: lowest compared OMol25 entry of this formula, charge and spin), 86.9; 284.4; 22.2; 198.1; 236.2; 265.2 kJ/mol (same order as the records).